# 1
Entry from the Open Molecules 2025 dataset: a molecular structure, C35H55N4NiOP2 (wB97M-V/def2-TZVPD).

```
98
Properties=species:S:1:pos:R:3:mulliken_spin:R:1
C 2.334 -1.222 -1.758 0.007
C 1.249 0.606 -2.753 -0.027
C 3.186 -1.361 -2.856 0.006
C 2.039 0.505 -3.901 0.001
C 3.025 -0.492 -3.932 -0.003
H 3.917 -2.172 -2.858 0.001
H 1.867 1.197 -4.731 0.000
H 3.653 -0.589 -4.817 0.000
N 1.487 -0.195 -1.703 0.028
P 0.585 -2.308 0.157 -0.013
P -0.031 2.248 -0.823 -0.071
C 2.279 -2.196 -0.593 0.030
H 2.612 -3.197 -0.892 -0.001
H 2.960 -1.853 0.202 -0.004
C 0.073 1.532 -2.580 0.012
H 0.071 2.324 -3.334 0.001
C -1.655 3.264 -0.804 0.060
C 1.438 3.441 -0.702 0.034
C -0.360 -3.467 -1.030 0.015
C 0.874 -3.226 1.782 0.016
C -2.746 2.429 -0.105 -0.002
H -2.601 2.421 0.981 -0.002
H -3.733 2.869 -0.327 0.000
H -2.762 1.384 -0.441 -0.001
C -1.504 4.577 -0.020 0.010
H -1.231 4.405 1.029 -0.003
H -0.782 5.260 -0.484 0.001
H -2.483 5.085 -0.024 0.000
C -2.132 3.624 -2.222 0.007
H -2.840 4.466 -2.148 0.001
H -1.330 3.959 -2.889 -0.001
H -2.670 2.795 -2.701 -0.003
C 1.463 4.069 0.715 0.013
H 0.910 3.481 1.455 -0.009
H 2.498 4.128 1.080 0.001
H 1.061 5.090 0.726 0.000
C 2.735 2.629 -0.906 0.008
H 2.685 1.663 -0.399 0.009
H 2.944 2.449 -1.967 -0.001
H 3.578 3.181 -0.464 0.000
C 1.363 4.534 -1.796 0.005
H 0.594 4.364 -2.560 0.001
H 1.204 5.527 -1.358 0.000
H 2.330 4.576 -2.320 -0.002
C -0.482 -3.548 2.421 0.006
H -0.308 -4.082 3.367 0.000
H -1.054 -2.650 2.671 -0.001
H -1.112 -4.190 1.796 0.001
C 1.656 -2.288 2.718 0.009
H 2.610 -1.965 2.281 -0.001
H 1.065 -1.405 2.992 -0.002
H 1.890 -2.834 3.647 0.000
C 1.652 -4.555 1.647 0.000
H 2.412 -4.540 0.860 0.000
H 2.174 -4.749 2.596 0.001
H 0.986 -5.412 1.481 0.000
C 0.016 -3.143 -2.485 0.001
H 1.047 -3.444 -2.718 0.000
H -0.655 -3.697 -3.164 0.000
H -0.099 -2.070 -2.695 0.002
C -1.871 -3.206 -0.816 0.006
H -2.285 -2.579 -1.617 0.004
H -2.427 -4.157 -0.799 0.001
H -2.098 -2.685 0.121 -0.004
C -0.071 -4.966 -0.835 0.001
H 1.000 -5.194 -0.881 0.000
H -0.489 -5.371 0.094 0.001
H -0.545 -5.521 -1.661 0.000
Ni -0.099 -0.021 -0.077 1.640
C 1.446 0.365 0.874 0.057
O 2.221 0.659 1.691 -0.017
N -1.475 -0.091 -1.581 0.127
C -1.262 0.532 -2.637 0.002
C -2.084 0.402 -3.990 0.012
C -1.661 1.415 -5.045 0.001
C -1.800 -0.980 -4.568 0.001
C -3.586 0.550 -3.663 0.001
H -1.802 2.446 -4.707 0.000
H -0.613 1.266 -5.331 0.000
H -2.285 1.262 -5.935 0.000
H -2.113 -1.771 -3.876 -0.002
H -2.356 -1.107 -5.507 0.000
H -0.729 -1.100 -4.783 0.000
H -4.069 1.245 -4.362 0.000
H -4.083 -0.425 -3.742 0.000
H -3.755 0.913 -2.640 -0.001
N 0.245 -0.128 7.333 0.000
C -0.152 0.075 6.253 0.000
C -0.596 0.298 4.889 0.000
C -1.414 -0.610 4.208 0.004
C -1.687 -0.416 2.848 0.000
N -1.071 0.532 2.134 0.026
C -0.367 1.457 2.797 0.000
C -0.035 1.342 4.144 0.005
H -1.777 -1.493 4.721 0.000
H -2.421 -1.058 2.326 0.000
H -0.051 2.323 2.218 -0.002
H 0.760 1.988 4.536 0.000
```

2S+1	3
energy relative to the best compared isomer or geometry (same formula, charge and spin)	0.284	eV
total charge	+1
⟨S²⟩	2.02


# 2
Entry from the Open Molecules 2025 dataset: a molecular structure, C35H55N4OP2Ti (wB97M-V/def2-TZVPD).

```
98
Properties=species:S:1:pos:R:3:mulliken_spin:R:1
C 2.264 -1.342 -0.821 -0.009
C 1.370 0.606 -1.789 0.009
C 3.310 -1.406 -1.756 0.002
C 2.306 0.471 -2.839 -0.006
C 3.275 -0.508 -2.802 0.000
H 4.015 -2.207 -1.671 0.000
H 2.244 1.206 -3.657 0.001
H 4.079 -0.521 -3.542 0.000
N 1.338 -0.369 -0.814 0.026
P 0.344 -2.654 0.739 -0.137
P 0.002 2.372 -0.123 -0.027
C 2.079 -2.472 0.207 0.029
H 2.416 -3.433 -0.231 -0.001
H 2.721 -2.314 1.104 -0.001
C -1.789 -1.021 1.527 0.168
O -2.663 -1.437 2.203 0.162
C 0.363 1.650 -1.727 0.062
H 0.277 2.288 -2.610 0.004
C -1.600 3.417 -0.245 -0.052
C 1.522 3.488 0.124 0.007
C -0.443 -3.752 -0.593 0.026
C 0.531 -3.603 2.353 -0.006
C -2.790 2.574 0.239 0.195
H -2.711 2.315 1.302 -0.021
H -3.705 3.172 0.107 0.001
H -2.916 1.655 -0.340 -0.022
C -1.548 4.688 0.621 -0.001
H -1.363 4.454 1.678 0.000
H -0.812 5.426 0.277 0.001
H -2.534 5.179 0.566 -0.001
C -1.854 3.773 -1.705 -0.002
H -2.798 4.337 -1.775 0.000
H -1.073 4.407 -2.141 0.000
H -1.960 2.860 -2.300 0.005
C 1.493 4.120 1.522 -0.004
H 1.374 3.358 2.299 0.003
H 2.452 4.631 1.687 0.000
H 0.704 4.861 1.652 0.000
C 2.834 2.694 0.034 0.020
H 2.887 1.879 0.767 -0.003
H 3.006 2.268 -0.959 0.001
H 3.656 3.401 0.237 0.000
C 1.541 4.538 -0.997 0.000
H 1.729 4.069 -1.979 0.000
H 0.617 5.131 -1.065 0.001
H 2.382 5.230 -0.797 -0.001
C -0.821 -4.190 2.796 0.005
H -0.673 -4.642 3.791 0.000
H -1.589 -3.411 2.890 -0.004
H -1.197 -4.976 2.131 0.000
C 0.974 -2.598 3.428 0.047
H 1.943 -2.136 3.194 0.000
H 0.233 -1.800 3.572 0.000
H 1.083 -3.134 4.384 0.000
C 1.597 -4.710 2.256 -0.001
H 2.584 -4.314 1.980 0.000
H 1.689 -5.171 3.252 -0.001
H 1.332 -5.508 1.552 0.000
C 0.031 -3.295 -1.985 0.021
H 1.102 -3.493 -2.142 0.001
H -0.522 -3.864 -2.754 0.000
H -0.159 -2.225 -2.157 0.003
C -1.975 -3.583 -0.505 0.019
H -2.289 -2.566 -0.784 -0.001
H -2.441 -4.291 -1.217 0.000
H -2.362 -3.804 0.501 -0.001
C -0.091 -5.238 -0.431 -0.002
H 0.991 -5.417 -0.493 0.001
H -0.490 -5.668 0.496 0.000
H -0.558 -5.791 -1.263 0.000
Ti -0.313 -0.193 0.489 1.422
N -1.673 -0.271 -1.092 -0.053
C -1.514 0.363 -2.104 -0.012
C -1.995 0.386 -3.579 0.018
C -1.311 1.467 -4.416 0.001
C -1.635 -0.958 -4.188 0.001
C -3.501 0.566 -3.548 0.003
H -1.554 2.473 -4.051 -0.001
H -0.219 1.326 -4.427 0.000
H -1.668 1.392 -5.452 0.000
H -2.051 -1.788 -3.609 0.001
H -2.046 -1.012 -5.201 -0.001
H -0.549 -1.100 -4.259 0.000
H -3.859 0.646 -4.603 0.000
H -3.948 -0.312 -3.023 0.000
H -3.788 1.500 -3.002 0.000
N 1.071 0.963 7.719 0.014
C 0.927 1.034 6.553 -0.004
C 0.719 1.073 5.130 0.022
C -0.568 1.290 4.618 -0.001
C -0.797 1.133 3.257 0.107
N 0.187 0.712 2.413 -0.157
C 1.474 0.691 2.871 0.103
C 1.766 0.872 4.223 -0.004
H -1.400 1.544 5.277 -0.001
H -1.794 1.278 2.828 0.031
H 2.267 0.452 2.146 -0.005
H 2.809 0.818 4.571 0.000
```

2S+1	3
energy relative to the best compared isomer or geometry (same formula, charge and spin)	1.001	eV
total charge	+1
⟨S²⟩	2.01


Number 1: electronic energy -104809.88524 eV. Number 2: electronic energy -86882.84459 eV.